Density functional theory data (ωB97M-V/def2-TZVPD) for a structure of composition C30H75N5Na3O14P in a non-equilibrium geometry.

Summary:
M ... 829.895 Da
Energy above the lowest of the compared OMol25 structures with the same formula, charge and spin ... 32.86 kcal per mole
Spin multiplicity ... 2
HOMO level (alpha / beta) ... -10.2306 / -10.2300 eV
Gap between HOMO and LUMO (alpha / beta) ... 7.6 / 3.3 eV
Net charge ... +1
Largest force on an atom ... 5.241 eV/A

Last column: Löwdin charge in e.
Positions of all 128 atoms, in Å:
Na -1.22 2.90 1.58  0.524
Na -2.19 -0.27 -1.13  0.292
Na 1.09 -1.44 2.07  0.502
P -0.66 0.42 0.80  0.123
O -2.19 0.54 1.16  -0.371
O -0.27 -1.04 0.22  -0.382
O 0.23 0.78 2.03  -0.367
O -0.50 1.52 -0.29  -0.387
C 3.22 0.39 -3.74  -0.100
O 2.23 -0.63 -3.63  -0.171
C 1.02 -0.10 -3.01  -0.221
C 0.07 0.71 -3.87  -0.171
N -1.08 1.10 -3.02  -0.061
C -1.95 2.17 -3.54  -0.133
C -3.10 2.47 -2.52  -0.175
O -3.83 1.29 -2.28  -0.223
C -5.06 1.48 -1.68  -0.089
H 3.50 0.85 -2.80  0.095
H 2.94 1.19 -4.43  0.056
H 4.10 -0.02 -4.22  0.091
H 1.08 0.41 -2.05  0.108
H 0.48 -0.98 -2.66  0.089
H -0.30 0.13 -4.71  0.123
H 0.66 1.56 -4.23  0.098
H -0.74 1.37 -2.10  0.037
H -2.30 1.78 -4.50  0.122
H -1.33 3.05 -3.74  0.109
H -3.77 3.28 -2.82  0.125
H -2.66 2.80 -1.58  0.113
H -5.56 0.51 -1.80  0.095
H -5.60 2.29 -2.18  0.093
H -4.86 1.79 -0.65  0.099
C -6.52 -5.58 -1.19  -0.066
O -5.97 -4.23 -1.36  -0.198
C -5.27 -3.74 -0.17  -0.207
C -4.59 -2.36 -0.25  -0.168
N -3.69 -2.30 -1.38  -0.044
C -2.53 -3.18 -1.27  -0.178
C -1.57 -3.13 -2.54  -0.224
O -2.18 -3.79 -3.59  -0.163
C -1.37 -3.70 -4.78  -0.062
H -5.77 -6.34 -1.39  0.083
H -7.28 -5.77 -1.95  0.084
H -6.99 -5.61 -0.20  0.083
H -4.45 -4.43 0.06  0.098
H -5.95 -3.82 0.68  0.117
H -4.05 -2.07 0.65  0.119
H -5.49 -1.75 -0.37  0.119
H -4.19 -2.52 -2.23  0.126
H -2.78 -4.24 -1.20  0.109
H -2.03 -3.11 -0.30  0.085
H -0.64 -3.68 -2.34  0.111
H -1.37 -2.08 -2.73  0.099
H -1.01 -2.69 -4.99  0.087
H -1.95 -4.14 -5.59  0.097
H -0.49 -4.34 -4.65  0.084
C 5.16 -4.07 -3.13  -0.099
O 4.51 -3.30 -2.12  -0.182
C 3.24 -3.88 -1.59  -0.105
C 2.53 -2.77 -0.67  -0.094
N 1.20 -3.13 -0.17  0.173
C 1.35 -4.19 0.84  -0.095
C 0.01 -4.42 1.59  -0.149
O -0.23 -3.39 2.54  -0.219
C -1.51 -2.90 2.81  -0.077
H 6.03 -3.51 -3.49  0.094
H 4.56 -4.15 -4.04  0.086
H 5.44 -5.07 -2.81  0.090
H 3.34 -4.80 -1.01  0.114
H 2.52 -3.94 -2.40  0.122
H 2.44 -1.92 -1.35  0.118
H 3.22 -2.55 0.14  0.143
H 0.49 -2.41 -0.13  0.042
H 2.16 -4.06 1.55  0.151
H 1.52 -5.14 0.33  0.145
H 0.01 -5.35 2.16  0.138
H -0.88 -4.55 0.97  0.125
H -1.98 -2.30 2.03  0.072
H -1.44 -2.28 3.71  0.107
H -2.21 -3.70 3.04  0.102
C -2.85 2.23 5.95  -0.096
O -1.40 2.29 5.91  -0.167
C -0.97 1.26 5.04  -0.233
C 0.52 1.13 5.07  -0.198
N 1.20 2.03 4.11  -0.046
C 2.63 1.85 3.96  -0.185
C 3.54 1.57 5.20  -0.198
O 3.44 0.20 5.62  -0.229
C 4.39 -0.22 6.66  -0.074
H -3.28 1.41 6.51  0.087
H -3.24 2.28 4.93  0.078
H -3.25 3.14 6.41  0.084
H -1.36 1.37 4.02  0.104
H -1.33 0.34 5.51  0.121
H 0.76 0.09 4.84  0.103
H 0.83 1.28 6.10  0.128
H 0.91 1.54 3.28  -0.008
H 3.12 2.75 3.58  0.107
H 2.77 1.03 3.25  0.106
H 3.31 2.19 6.07  0.124
H 4.56 1.77 4.89  0.113
H 5.41 -0.13 6.27  0.076
H 4.21 -1.28 6.84  0.081
H 4.41 0.36 7.58  0.083
C 3.68 6.42 2.34  -0.113
O 2.87 5.31 2.04  -0.207
C 1.81 5.53 1.11  -0.161
C 1.31 4.05 0.83  -0.144
N 0.26 3.98 -0.20  -0.102
C 0.49 4.53 -1.51  -0.171
C 1.60 3.87 -2.41  -0.133
O 1.52 4.55 -3.73  -0.183
C 2.59 4.10 -4.56  -0.124
H 3.83 7.03 1.45  0.082
H 4.62 6.24 2.86  0.089
H 3.13 7.09 3.00  0.083
H 2.19 5.99 0.19  0.106
H 1.08 6.27 1.45  0.123
H 0.99 3.51 1.72  0.091
H 2.17 3.50 0.44  0.119
H -0.05 3.03 -0.30  -0.003
H 0.67 5.60 -1.43  0.114
H -0.50 4.44 -1.96  0.108
H 1.44 2.80 -2.56  0.088
H 2.62 3.95 -2.03  0.115
H 3.63 4.31 -4.31  0.093
H 2.41 4.50 -5.56  0.089
H 2.47 3.04 -4.81  0.046